ORCA calculation (ωB97M-V with the def2-TZVPD basis set) on one molecule with the formula C4H4ClNS in a non-equilibrium geometry.

The geometry in XYZ format:
```
11
Properties=species:S:1:pos:R:3:nbo_charge:R:1
C -0.314 0.827 -0.544 0.091
C -1.201 -0.934 0.411 -0.021
Cl -2.038 -2.175 1.117 0.102
H -0.395 1.862 -1.071 0.188
N 0.730 0.157 -0.390 -0.418
S 1.200 -0.906 1.934 -0.009
C -1.539 0.294 -0.094 -0.316
H 2.041 0.082 1.677 0.152
H -2.431 0.718 -0.496 0.235
H 0.729 -1.921 -0.008 0.248
C 0.342 -0.967 0.353 -0.253
```

Summary:
gap between HOMO and LUMO: 9.220 eV
HOMO level: -9.29 eV
DFT total energy: -29058.885 eV
spin multiplicity: 1
energy above the lowest of the compared OMol25 structures with the same formula, charge and spin: 32.7 kcal per mole
LUMO energy: -0.068 eV

***

ORCA calculation (ωB97M-V with the def2-TZVPD basis set) on C34H70BaO23 as an isolated structure in a non-equilibrium geometry.

The geometry in XYZ format:
```
128
Properties=species:S:1:pos:R:3:mulliken_charge:R:1
H 16.334 13.506 14.070 0.480
H 8.770 16.100 18.295 -0.370
C 7.167 5.422 16.018 -0.125
H 7.726 5.870 15.197 0.247
H 10.686 10.664 20.440 -0.260
H 15.046 11.787 20.680 0.440
H 9.375 12.769 13.204 -0.166
O 13.680 14.725 22.233 -0.369
H 9.018 17.721 18.740 0.401
H 11.480 17.425 18.353 0.432
H 13.549 11.016 24.693 0.198
H 6.725 10.055 15.069 -0.125
O 7.953 11.994 16.718 0.508
H 5.388 12.051 13.123 0.330
O 14.473 10.310 19.309 -0.393
C 11.259 11.738 13.131 0.432
C 12.770 12.949 25.045 0.017
H 13.091 6.286 19.672 0.346
H 10.147 14.780 21.247 0.134
H 4.549 10.538 13.821 0.395
O 10.915 12.933 19.556 1.081
H 12.794 9.991 15.681 -0.355
H 13.773 12.448 15.317 -0.207
H 11.787 9.037 19.676 -0.699
C 7.594 9.301 18.516 -0.656
H 14.108 13.925 14.311 0.200
C 9.639 16.118 15.968 0.484
C 14.526 13.195 15.037 0.898
O 7.829 7.850 18.431 -0.419
H 11.247 15.644 18.319 -0.085
H 6.240 14.028 19.283 0.373
H 8.430 9.784 18.048 0.070
O 13.905 9.414 17.345 -0.330
H 6.756 3.555 15.230 0.354
C 13.888 10.519 18.101 0.453
C 13.902 14.229 17.102 0.330
H 9.038 11.160 20.347 -0.331
H 7.577 9.479 19.590 0.262
H 9.249 14.814 13.754 0.163
C 10.060 15.531 13.707 -0.266
C 7.370 7.365 17.295 0.887
H 10.871 9.199 14.978 -0.886
C 10.633 12.650 20.827 0.747
H 14.311 7.286 15.621 0.409
C 15.795 12.674 14.467 -1.665
H 13.477 12.025 19.936 -0.055
H 13.470 7.460 20.895 0.392
C 14.163 11.267 20.296 -0.477
C 13.729 9.404 15.882 0.670
C 9.799 11.909 12.682 -1.102
H 10.891 7.695 20.348 0.538
C 9.904 8.841 15.345 0.489
H 12.965 10.451 12.795 0.077
H 15.442 13.720 19.738 0.069
H 13.160 7.949 14.499 0.329
H 6.152 5.816 15.832 0.334
O 6.781 8.036 16.474 -0.618
H 5.885 10.330 12.745 0.343
H 11.656 10.378 11.526 0.511
H 11.733 12.662 12.680 0.013
C 9.485 16.908 18.218 -0.084
O 9.638 15.011 16.411 -0.148
H 13.796 10.770 21.254 0.141
O 10.776 9.655 17.654 1.427
O 5.840 11.780 15.867 -0.402
C 9.788 13.766 21.450 -1.182
O 13.485 11.633 17.780 0.714
O 12.754 14.488 16.726 -0.450
H 11.835 12.676 24.599 0.157
H 9.403 8.304 14.518 0.492
C 9.965 11.253 20.916 -0.425
O 11.095 7.483 18.337 -0.325
C 10.644 8.455 17.540 -0.451
H 6.853 3.606 17.078 0.318
C 6.783 12.286 16.685 0.289
H 13.829 7.878 19.211 0.180
O 10.172 7.824 16.412 -0.405
H 9.092 11.086 12.878 0.167
Ba 10.848 12.492 17.046 -0.845
C 10.890 16.587 18.721 -0.185
O 11.392 11.856 14.523 0.156
H 11.002 14.964 13.904 0.057
H 14.629 9.806 15.452 0.466
H 14.408 11.838 26.076 0.299
C 7.272 3.921 16.149 -1.249
H 8.285 3.573 16.172 0.314
H 10.164 16.157 12.784 0.257
H 12.574 13.801 25.792 0.297
C 11.680 7.964 19.668 0.477
H 6.658 9.612 18.105 0.615
H 16.030 15.267 19.038 0.292
H 11.541 12.575 21.484 -0.585
O 14.882 13.779 16.332 -0.362
H 16.446 12.221 15.217 0.368
C 5.470 11.026 13.541 -1.485
H 9.804 12.102 11.588 0.494
O 13.619 13.442 23.948 -0.321
H 10.872 16.542 19.830 0.087
O 12.061 15.173 23.730 -0.592
C 13.424 11.701 25.560 -1.166
H 15.533 11.938 13.668 0.324
O 7.578 6.034 17.259 -0.323
H 12.766 11.212 26.277 0.400
H 16.220 13.758 18.129 0.337
H 9.328 9.728 15.632 -0.231
C 13.508 7.991 15.503 -1.365
O 14.176 14.576 18.401 0.007
H 11.453 9.635 12.951 0.113
C 15.569 14.291 18.848 -0.720
C 13.009 15.530 21.255 -0.781
H 9.717 13.673 22.537 0.371
C 6.362 11.057 14.725 1.194
H 12.719 7.692 16.166 0.196
H 12.253 16.238 21.627 0.530
C 13.140 7.396 19.859 -1.187
H 13.778 16.093 20.783 0.522
H 7.471 12.757 19.192 0.050
H 7.354 11.504 14.572 -0.430
C 6.974 13.555 18.618 -0.201
C 11.867 10.516 12.556 -1.143
H 7.742 14.270 18.286 -0.084
C 13.000 14.518 23.327 0.833
H 9.762 10.806 21.903 0.450
O 6.235 13.167 17.488 -0.443
O 9.852 16.529 14.755 -0.422
H 8.757 13.788 21.108 0.246
H 12.607 14.912 20.490 -0.082
O 9.459 17.209 16.773 -0.441
```

Summary:
gap between HOMO and LUMO: 7.949 eV
HOMO level: -7.56 eV
DFT total energy: -84181.466 eV
spin multiplicity: 1
LUMO energy: 0.394 eV

***

Q: HOMO level of number 2 (C34H70BaO23)?
A: -7.56 eV

***

Q: Which of these has the lowest LUMO energy?
A: C4H4ClNS

***

Q: Look up the DFT total energy of the first one.
A: -29058.885 eV

***

Q: Among the records above, which one has the lowest DFT total energy?
A: C34H70BaO23